[1]
C26H84F3FeN16O17 as an isolated structure at a distorted geometry. Source: the Open Molecules 2025 dataset; level of theory: the ωB97M-V functional and the def2-TZVPD basis.

Computed properties:
Net charge = +2
HOMO energy (spin up / spin down) = -12.6 / -12.6 eV
Multiplicity = 6

Each line ends with the Mulliken charge.
Element x y z (Å)
Fe1 2.01812 3.17273 3.24308  0.616
C1 0.07406 2.07924 0.85940  0.761
O1 1.12070 1.07114 0.75094  0.230
O2 0.52888 2.94071 1.89332  -0.192
C2 -0.22080 2.74350 -0.51586  0.792
F1 -0.65333 1.84878 -1.40898  0.069
F2 -1.21075 3.60871 -0.42592  -0.234
F3 0.80607 3.43543 -1.01348  -0.183
C3 0.81467 -0.26104 0.27983  0.313
C4 1.99682 -0.84099 -0.51333  1.420
H1 2.06117 -0.38191 -1.49984  -1.094
H2 2.84810 -0.56736 0.11002  -0.497
H3 1.83508 -1.91341 -0.62225  0.115
H4 -0.10280 -0.49205 -0.26145  0.125
H5 0.64051 -0.84996 1.18035  -0.347
H6 -0.84701 1.57735 1.15574  -0.609
C5 -1.21410 -7.12385 4.55211  -1.462
C6 -1.68946 -6.01324 3.54940  0.430
C7 -0.54029 -5.17921 3.01916  -0.719
O3 -0.95130 -4.25043 2.09010  -0.179
C8 -1.24617 -2.88163 2.40984  -0.538
N1 -2.25750 -6.59311 2.36563  -0.783
H7 -2.13008 -7.60379 4.89669  0.375
H8 -0.77380 -6.71898 5.46333  0.338
H9 -0.62209 -7.82599 3.96507  0.355
H10 -2.56743 -5.45471 3.87393  0.416
H11 0.25831 -5.73784 2.53103  0.301
H12 -0.07364 -4.60027 3.81613  0.165
H13 -0.32723 -2.41486 2.76450  0.106
H14 -2.02992 -2.77231 3.15943  0.342
H15 -1.62954 -2.31211 1.56323  0.188
H16 -2.01970 -5.91725 1.65375  0.292
H17 -3.22241 -6.31995 2.48579  0.306
C9 -0.23833 3.16445 -4.65037  -1.067
C10 -0.94725 4.51836 -4.67770  0.488
C11 -2.45711 4.48763 -4.98959  -1.114
O4 -3.31839 3.47267 -4.32196  -0.346
C12 -3.47912 3.73382 -2.93380  0.203
N2 -0.70517 5.11697 -3.40392  -0.523
H18 -0.84527 2.44658 -4.09865  0.026
H19 0.74138 3.27297 -4.18507  0.269
H20 -0.18645 2.73537 -5.65102  0.549
H21 -0.48181 5.22333 -5.36653  0.504
H22 -2.52833 4.35653 -6.06933  0.451
H23 -2.80241 5.52148 -4.99474  0.500
H24 -2.52581 3.74980 -2.40556  -0.314
H25 -4.11038 2.94389 -2.52682  -0.049
H26 -4.01891 4.68008 -2.89750  0.448
H27 -0.76485 4.34502 -2.75537  -0.520
H28 -1.47622 5.71661 -3.14696  0.358
C13 6.35421 -1.56286 2.66987  -1.660
C14 5.04561 -0.76594 2.49850  0.281
C15 3.71987 -1.63495 2.63202  -0.304
O5 3.74190 -2.18663 3.94099  -0.443
C16 2.60325 -2.97802 4.25463  -0.872
N3 5.14043 0.31514 3.44725  -0.540
H29 6.28693 -1.96786 3.67959  0.397
H30 7.27022 -1.00719 2.46928  0.428
H31 6.35347 -2.47116 2.06728  0.408
H32 5.22932 -0.39410 1.49049  0.121
H33 3.81204 -2.42154 1.88310  0.465
H34 2.74875 -1.17815 2.44135  0.103
H35 1.70205 -2.41449 4.49621  0.180
H36 2.76797 -3.58987 5.14153  0.490
H37 2.35962 -3.82203 3.60935  0.331
H38 5.32090 -0.03540 4.37712  0.271
H39 5.91911 0.84260 3.07909  0.336
C17 -5.51168 0.19562 -3.51329  -1.155
C18 -5.92379 -0.66438 -2.22822  0.499
C19 -5.49626 -0.01469 -0.93466  -1.151
O6 -4.11982 0.06817 -0.67902  0.233
C20 -3.85310 0.51872 0.58296  -0.701
N4 -7.37770 -0.90467 -2.21915  -0.738
H40 -4.44029 0.35094 -3.38641  0.051
H41 -6.03495 1.15168 -3.49785  0.364
H42 -5.67218 -0.30518 -4.46803  0.449
H43 -5.42329 -1.62297 -2.36493  0.217
H44 -5.99756 -0.45798 -0.07426  0.390
H45 -5.98930 0.94962 -0.81169  0.436
H46 -2.85588 0.24967 0.93117  -0.264
H47 -4.52393 0.06369 1.31168  0.495
H48 -4.04410 1.59180 0.59404  0.262
H49 -7.44116 -1.76639 -1.69616  0.272
H50 -7.70923 -1.16583 -3.13675  0.283
O7 3.58585 2.12789 2.33811  -0.507
H51 4.15126 1.66638 2.95743  0.660
H52 3.83192 1.77800 1.48180  0.482
O8 1.52371 1.49068 4.22118  -0.046
H53 2.03306 1.07157 4.91482  0.280
H54 0.74858 0.93739 4.12488  0.403
O9 0.87689 4.26475 4.51554  -0.336
H55 0.64900 5.18841 4.40991  0.286
H56 0.50059 4.01989 5.36092  0.298
O10 -2.10647 -0.95806 -2.38983  -0.376
H57 -2.34493 -0.04507 -2.55052  0.127
H58 -2.75320 -1.26691 -1.75533  0.270
O11 1.75316 5.71192 -2.34075  -0.737
H59 2.24760 4.92457 -2.11307  0.226
H60 0.97490 5.38455 -2.79171  0.474
C21 -1.99060 0.52968 4.23706  0.507
O12 -0.81218 0.35444 3.88076  -0.748
N5 -2.59486 -0.25699 5.12309  -0.401
N6 -2.74717 1.45428 3.78583  -0.134
H61 -3.58989 -0.18296 5.27970  0.132
H62 -2.17190 -1.03279 5.61232  0.243
H63 -3.71648 1.37771 4.05911  0.176
H64 -2.44177 2.16526 3.13673  -0.040
C22 2.36040 -3.06590 -3.85676  0.663
O13 1.15683 -3.04033 -3.86761  -0.664
N7 3.13266 -3.93674 -4.32043  -0.326
N8 3.04176 -2.07517 -3.33454  -0.050
H65 4.13718 -3.88436 -4.22926  0.129
H66 2.75091 -4.78431 -4.71539  0.282
H67 4.04231 -1.97721 -3.43144  0.143
H68 2.50452 -1.33428 -2.90728  -0.122
C23 4.57258 1.94800 -1.26880  0.407
O14 4.26414 1.87830 -0.07899  -0.886
N9 4.23902 2.97098 -1.94763  -0.302
N10 5.28166 1.16413 -1.99789  -0.293
H69 4.51480 2.82802 -2.90868  0.127
H70 4.02127 3.82278 -1.45052  0.229
H71 5.42375 0.22491 -1.65471  0.232
H72 5.39018 1.31749 -2.99026  0.240
C24 -3.65791 5.17399 2.23913  0.630
O15 -2.79841 5.39962 3.06296  -0.673
N11 -4.88871 5.39229 2.48116  -0.411
N12 -3.48223 4.64399 1.05807  -0.286
H73 -5.25205 5.51998 3.41485  0.243
H74 -5.61881 5.25201 1.79751  0.168
H75 -4.20368 4.21536 0.49603  0.212
H76 -2.50146 4.43447 0.93850  0.156
C25 1.86222 -5.95787 -0.70370  0.710
O16 2.91762 -6.07130 -1.28912  -0.714
N13 1.36640 -6.78379 0.13971  -0.336
N14 1.18500 -4.86432 -0.80275  -0.115
H77 1.84268 -7.66387 0.27654  0.207
H78 0.52990 -6.55156 0.65588  0.131
H79 1.65323 -4.24452 -1.44827  -0.148
H80 0.33910 -4.63060 -0.30281  0.195
C26 3.21877 0.93419 -4.87288  0.589
O17 4.33727 1.39390 -4.72352  -0.836
N15 2.26422 1.23382 -4.07039  0.366
N16 2.79598 0.26063 -5.88991  -0.396
H81 2.35378 1.91102 -3.32642  -0.304
H82 1.39631 0.75810 -4.27167  0.107
H83 3.41084 -0.09821 -6.60635  0.286
H84 1.99859 -0.32042 -5.67391  0.155

=====

[2]
C26H9AuF4N5S2 as an isolated structure. Source: the Open Molecules 2025 dataset; level of theory: the ωB97M-V functional and the def2-TZVPD basis.

Computed properties:
Net charge = -1
HOMO energy (spin up / spin down) = -5.2 / -5.5 eV
Energy above the lowest of the compared OMol25 structures with the same formula, charge and spin = 0.0 kcal/mol
Multiplicity = 3

Each line ends with the Mulliken charge.
Element x y z (Å)
Au1 -0.86898 -0.11983 -1.05959  0.736
S1 -1.93611 -0.88677 1.38201  -0.368
C1 -2.86093 -1.89108 0.36701  0.277
N1 -2.86155 -1.81303 -0.93778  -0.269
C2 -3.67036 -2.76515 -1.52031  -0.579
C3 -3.85277 -2.93560 -2.89127  -0.508
C4 -4.69174 -3.93919 -3.33626  -0.528
C5 -5.35286 -4.77781 -2.43528  -0.427
C6 -5.17797 -4.62028 -1.07093  -0.491
C7 -4.33495 -3.61351 -0.62139  0.964
S2 -3.89473 -3.17053 0.99870  -0.256
H1 -3.33661 -2.28107 -3.58022  0.418
H2 -4.83808 -4.07677 -4.40016  0.354
H3 -6.00504 -5.55643 -2.80601  0.360
H4 -5.68837 -5.26971 -0.37224  0.364
C8 0.42670 -1.47089 -1.32810  -1.139
C9 1.25154 -2.41132 -0.71345  1.230
C10 0.67348 -3.56377 -0.13888  -0.368
C11 1.48161 -4.46938 0.51597  -0.476
C12 2.85914 -4.27533 0.57549  -0.466
C13 3.43455 -3.15146 -0.00935  -0.376
C14 2.64590 -2.21006 -0.64065  -0.592
H5 -0.39715 -3.70682 -0.19369  0.387
H6 1.03678 -5.34073 0.97775  0.390
H7 3.48344 -4.99508 1.08811  0.366
H8 4.50325 -2.99395 0.04948  0.371
H9 3.08160 -1.31779 -1.06670  0.463
F1 -0.21306 5.94897 2.20534  -0.327
C15 0.74344 5.20960 1.63329  0.097
C16 2.01599 5.33560 2.10613  0.139
F2 2.22349 6.19616 3.10765  -0.321
C17 3.10956 4.56920 1.61880  0.344
C18 2.75740 3.70671 0.54594  0.262
C19 1.48833 3.59328 0.06816  0.382
F3 1.29294 2.80376 -0.99717  -0.329
C20 0.38290 4.29879 0.61101  0.422
C21 -0.95274 4.08321 0.19240  0.045
C22 -1.29981 2.90298 -0.48921  0.279
N2 -1.58630 1.93465 -1.05123  -0.510
C23 -2.03090 4.95518 0.49749  0.030
N3 -2.93333 5.64402 0.69222  -0.587
F4 3.71832 3.01187 -0.06896  -0.311
C24 4.40850 4.65109 2.14911  0.555
C25 5.45961 3.76701 1.77703  0.060
N4 6.32182 3.04368 1.53163  -0.589
C26 4.79738 5.60681 3.12951  0.105
N5 5.18666 6.36078 3.90858  -0.584

=====

[3]
A 24-piece molecular cluster, C27H103N4O23 overall at a distorted geometry. Source: the Open Molecules 2025 dataset; level of theory: the ωB97M-V functional and the def2-TZVPD basis.

Computed properties:
Net charge = +1
HOMO energy = -10.8 eV

Each line ends with the Mulliken charge.
Element x y z (Å)
C1 -3.03313 7.18995 -0.95281  -0.693
C2 -3.38607 7.13790 -2.43516  -0.832
C3 -3.66455 5.73385 -2.94249  -0.580
C4 -5.01297 5.18756 -2.43187  -0.870
C5 -4.81392 3.79777 -1.81705  0.210
C6 -6.09891 3.21536 -1.23224  -0.605
C7 -5.87646 2.16483 -0.14576  -0.791
C8 -5.04337 0.99153 -0.63980  0.111
C9 -4.97703 -0.19654 0.33317  -1.542
C10 -3.70378 -0.31159 1.19658  1.194
C11 -4.05180 -0.61443 2.65280  -1.127
C12 -2.88095 -0.47772 3.63251  -1.206
C13 -2.16173 0.89196 3.70889  0.619
C14 -2.99370 2.13911 3.45392  0.366
C15 -2.02882 3.32645 3.19609  -1.510
C16 -1.86840 3.62063 1.69456  1.283
C17 -0.82078 2.73230 0.97706  1.726
C18 0.29419 3.55116 0.25075  -1.955
N1 1.60214 3.22298 0.82945  0.050
C19 2.23643 2.10808 0.57769  -0.285
N2 3.41739 1.86634 1.21056  -0.057
C20 3.34450 0.62303 2.05008  -0.559
C21 2.02343 -0.14112 1.91315  -1.082
C22 1.41619 -0.10688 0.52061  1.324
C23 1.81174 -1.33174 -0.31566  -1.483
C24 0.83040 -2.50415 -0.11272  -1.149
C25 0.19732 -2.97079 -1.42152  -0.401
C26 -0.45775 -1.84935 -2.24542  0.123
C27 -1.81336 -2.19473 -2.84885  -1.006
N3 -2.69235 -2.91856 -1.94163  -0.378
N4 1.83043 1.12997 -0.23257  0.032
H1 -2.17943 6.56612 -0.72370  -0.063
H2 -2.80927 8.20888 -0.66194  0.424
H3 -3.89018 6.85520 -0.37062  0.282
H4 -2.55691 7.56077 -2.99705  0.407
H5 -4.25755 7.76517 -2.60799  0.322
H6 -2.88080 5.04277 -2.63279  0.239
H7 -3.67911 5.71819 -4.02827  0.435
H8 -5.72175 5.06858 -3.24377  0.286
H9 -5.41155 5.85354 -1.67369  0.432
H10 -4.46614 3.13885 -2.61239  0.294
H11 -4.01082 3.88507 -1.08999  -0.391
H12 -6.64064 2.74892 -2.05385  0.127
H13 -6.73318 4.01728 -0.86430  0.476
H14 -6.86899 1.80138 0.12228  0.376
H15 -5.48953 2.63758 0.75706  0.186
H16 -4.04570 1.37522 -0.86643  0.054
H17 -5.48980 0.70785 -1.58719  0.455
H18 -5.85479 -0.12269 0.96843  0.650
H19 -5.09545 -1.10346 -0.25120  0.295
H20 -3.15610 0.62226 1.10378  -0.888
H21 -3.05888 -1.11228 0.84064  0.374
H22 -4.37248 -1.65143 2.71544  0.533
H23 -4.88548 -0.00961 3.00724  0.392
H24 -2.12877 -1.19210 3.28959  0.330
H25 -3.15383 -0.79992 4.63324  0.368
H26 -1.80316 0.98628 4.73173  0.571
H27 -1.27284 0.83506 3.08586  -0.974
H28 -3.62630 2.07259 2.57983  -0.565
H29 -3.62426 2.36634 4.30715  0.494
H30 -1.03340 3.07694 3.56506  0.524
H31 -2.40199 4.23333 3.65913  0.418
H32 -2.81743 3.47704 1.20143  -0.602
H33 -1.61142 4.66784 1.56027  -0.479
H34 -0.30283 2.14310 1.72433  -0.807
H35 -1.32318 2.10320 0.25283  0.001
H36 0.08261 4.60482 0.33425  0.595
H37 0.25656 3.32314 -0.80847  0.393
H38 2.00971 3.90801 1.44750  0.301
H39 3.68986 2.68172 1.74449  0.266
H40 3.42681 0.93552 3.08542  0.375
H41 4.19076 -0.03346 1.90135  0.053
H42 1.33135 0.16072 2.69285  0.114
H43 2.24424 -1.17809 2.13157  0.693
H44 0.33333 -0.11153 0.58960  0.086
H45 1.79667 -1.04746 -1.36253  0.739
H46 2.83630 -1.61401 -0.08765  0.293
H47 1.40550 -3.34723 0.26767  0.375
H48 0.08751 -2.31091 0.65880  0.436
H49 0.98904 -3.41043 -2.01327  0.185
H50 -0.49119 -3.77628 -1.19786  0.535
H51 -0.48506 -0.92206 -1.67178  -0.255
H52 0.20083 -1.64748 -3.08805  0.310
H53 -2.31221 -1.25794 -3.08052  0.480
H54 -1.68917 -2.74986 -3.78023  0.310
H55 -2.42850 -3.88694 -1.83698  0.207
H56 -3.66017 -2.83918 -2.21474  0.157
H57 1.14280 1.43096 -0.91221  0.433
O1 5.29557 2.77509 5.16932  -0.612
H58 5.05802 2.84644 4.23991  0.297
H59 5.41040 1.82848 5.31181  0.334
O2 3.02509 -1.96437 4.39607  -0.436
H60 3.47270 -2.81293 4.51382  0.238
H61 2.09444 -2.15034 4.57632  0.232
O3 5.85947 -3.49856 4.34722  -0.547
H62 6.00736 -2.66515 4.81687  0.283
H63 6.25670 -3.35201 3.48038  0.307
O4 8.53442 -2.48591 4.57127  -0.644
H64 8.33902 -3.15582 5.23643  0.337
H65 8.68033 -2.99275 3.76532  0.296
O5 5.41180 1.58632 -1.34241  -0.742
H66 4.68412 1.58860 -0.70874  0.398
H67 6.05550 0.95767 -0.99790  0.256
O6 0.72069 -5.29144 -3.45793  -0.549
H68 0.54068 -5.19270 -4.40128  0.299
H69 0.92648 -6.22964 -3.34157  0.265
O7 2.25278 -6.95484 -1.90961  -0.614
H70 2.45929 -6.42274 -1.13416  0.279
H71 3.12246 -7.18297 -2.26865  0.367
O8 5.58321 -0.80569 5.53463  -0.652
H72 6.36015 -0.41098 5.95109  0.285
H73 4.84118 -0.53241 6.08738  0.321
O9 -5.31652 -3.74527 -3.59997  -0.619
H74 -5.49608 -3.63765 -4.54089  0.312
H75 -5.11963 -4.68367 -3.50245  0.304
O10 6.40248 4.26731 -2.23702  -0.616
H76 6.28477 3.40843 -1.81560  0.333
H77 6.37057 4.07779 -3.18038  0.320
O11 3.58349 -5.65422 3.50087  -0.616
H78 4.35664 -5.24527 3.91366  0.304
H79 2.84416 -5.37933 4.05286  0.286
O12 3.67714 3.52668 -3.18088  -0.612
H80 4.29894 3.03111 -2.63585  0.304
H81 3.78416 3.15465 -4.06328  0.317
O13 0.61867 -2.08181 6.31049  -0.551
H82 0.01910 -2.83558 6.26641  0.292
H83 0.39546 -1.64991 7.14234  0.273
O14 5.61667 -2.71144 1.52013  -0.588
H84 5.92834 -1.83019 1.28665  0.300
H85 4.66449 -2.67916 1.37376  0.297
O15 -7.41208 -0.27665 -2.86313  -0.606
H86 -6.94688 -1.04522 -2.51214  0.296
H87 -8.34153 -0.46720 -2.69285  0.316
O16 -9.41583 3.55061 -2.27662  -0.705
H88 -8.96917 3.84444 -3.07966  0.315
H89 -9.04335 2.67886 -2.10569  0.285
O17 5.19630 -6.92100 -2.74910  -0.657
H90 5.22130 -6.13389 -2.19365  0.292
H91 5.68255 -6.65997 -3.54541  0.358
O18 3.25787 -4.42320 -4.77350  -0.673
H92 2.46238 -4.53633 -4.23456  0.368
H93 3.87942 -5.07875 -4.43360  0.327
O19 -10.97568 6.06705 -2.19025  -0.619
H94 -10.37446 5.31486 -2.11152  0.383
H95 -10.99296 6.45536 -1.30966  0.321
O20 5.28447 -6.59647 -5.50365  -0.633
H96 5.14847 -6.46141 -6.44783  0.271
H97 5.46832 -7.54038 -5.42509  0.301
O21 8.04483 -6.99278 -3.27763  -0.576
H98 8.65867 -7.72032 -3.45970  0.329
H99 8.01286 -6.94606 -2.31683  0.286
O22 9.31144 -9.58277 -3.54285  -0.637
H100 9.12881 -10.33582 -2.97053  0.304
H101 9.58064 -9.97466 -4.38104  0.314
O23 -1.41076 7.27387 1.73953  -0.560
H102 -0.75727 6.57923 1.86747  0.284
H103 -1.53099 7.64578 2.62131  0.301